The following is a quantum chemistry calculation of a molecular structure, C24H57N, from the OMol25 dataset.

Calculated values
ΔE to the lowest compared entry with this formula, charge and spin ... 107.3 kcal/mol
Frontier orbital gap ... 0.3267 Eh
LUMO ... 0.0281 Eh
HOMO level ... -8.1 eV

Element x y z (Å)
C1 -3.37662 -0.10334 -1.32079
C2 -3.83562 -0.98734 -0.17579
N1 -2.84362 -2.01834 0.43621
C3 -1.56062 -1.33034 0.94421
C4 -1.78862 -0.40634 2.15521
C5 -3.31362 -2.98434 1.41221
C6 -4.27162 -3.98034 0.56821
H1 -4.08662 0.29166 -1.76279
H2 -2.74162 -0.57534 -1.96979
H3 -2.71562 0.52566 -0.85979
H4 -4.95862 -1.25634 -0.37079
H5 -4.04462 -0.27934 0.59021
H6 -1.08462 -0.85934 0.10321
H7 -0.95662 -2.04834 1.28021
H8 -0.76062 -0.01334 2.57921
H9 -2.20262 -0.82134 3.14821
H10 -2.07362 0.52666 2.22621
H11 -4.00762 -2.45534 2.21821
H12 -2.51262 -3.47234 2.00721
H13 -3.75662 -4.32434 -0.20579
H14 -5.05862 -3.52434 0.14721
H15 -4.34762 -4.80634 1.23921
C7 3.82638 1.13266 2.34821
C8 3.13938 -0.03534 3.25221
C9 3.14338 -1.36334 2.74421
C10 2.69738 -2.49634 3.79421
C11 1.18238 -2.42534 4.07221
C12 0.75738 -3.73434 4.92621
H16 3.27438 1.38466 1.62421
H17 4.69038 0.76966 2.23121
H18 3.79738 2.08066 2.81821
H19 2.04438 0.22966 3.40821
H20 3.64338 0.10666 4.10721
H21 4.17138 -1.76334 2.38321
H22 2.33838 -1.33434 1.88821
H23 3.20138 -2.30334 4.92821
H24 2.83438 -3.51534 3.38921
H25 0.69838 -2.40934 2.97121
H26 0.74438 -1.52734 4.56821
H27 0.80238 -4.70534 4.29821
H28 -0.30262 -3.60434 5.08421
H29 1.35238 -3.84134 5.72121
C13 -3.01462 2.37266 -5.12879
C14 -3.02662 2.79766 -3.66779
C15 -1.68862 2.85066 -2.97679
C16 -1.65762 3.60466 -1.69779
C17 -0.44262 3.37666 -0.80579
C18 -0.20062 4.04666 0.56321
H30 -2.29362 2.96066 -5.74979
H31 -4.03262 2.21766 -5.50279
H32 -2.72562 1.49766 -5.10979
H33 -3.75762 2.25166 -3.18179
H34 -3.20262 3.89766 -3.90779
H35 -1.01062 3.25666 -3.51779
H36 -1.53862 1.75066 -2.96679
H37 -2.65962 3.19366 -1.28279
H38 -1.96662 4.65566 -1.80079
H39 0.71938 3.46866 -1.31579
H40 -0.49362 2.35866 -0.46479
H41 0.75538 3.90266 1.02321
H42 -0.82862 3.78866 1.22221
H43 -0.47462 5.15666 0.45621
C19 1.43538 -2.96634 -2.47779
C20 1.52538 -1.59734 -1.79579
C21 2.60938 -0.65934 -2.39279
C22 2.49838 0.80066 -1.83379
C23 3.78638 1.57066 -2.13479
C24 3.74838 2.97566 -1.35779
H44 1.12238 -2.66934 -3.57779
H45 0.59738 -3.40334 -1.92379
H46 2.21338 -3.48334 -2.36679
H47 1.51338 -1.56034 -0.61679
H48 0.58438 -1.19334 -1.92079
H49 2.66038 -0.61934 -3.55079
H50 3.60638 -0.99834 -1.98279
H51 2.24138 0.66566 -0.71379
H52 1.66138 1.43466 -2.31879
H53 3.91438 1.59266 -3.28079
H54 4.72238 0.78666 -1.56779
H55 4.80438 3.40366 -1.18379
H56 3.49738 3.00766 -0.33079
H57 3.06038 3.76366 -1.80679